# 1
This record from the Open Molecules 2025 dataset describes C32H28F6N6O5P2S2SeV as an isolated structure. The level of theory is ωB97M-V with the def2-TZVPD basis set.

CARTESIAN COORDINATES (ANGSTROEM)
V  1.04  0.36  -0.44
N  -1.67  -1.16  -0.29
P  -0.21  -2.03  -0.50
C  -0.51  -3.49  0.56
C  -0.86  -4.72  0.02
C  -1.14  -5.80  0.84
C  -1.08  -5.67  2.22
C  -0.73  -4.44  2.77
C  -0.44  -3.36  1.95
C  -0.29  -2.73  -2.17
C  -1.47  -2.75  -2.91
C  -1.47  -3.28  -4.19
C  -0.30  -3.79  -4.74
C  0.88  -3.76  -4.01
C  0.89  -3.22  -2.73
P  -1.47  0.51  -0.02
C  -2.60  1.34  -1.18
C  -3.97  1.08  -1.15
C  -4.81  1.66  -2.07
C  -4.30  2.53  -3.03
C  -2.94  2.81  -3.06
C  -2.09  2.22  -2.13
C  -2.28  0.81  1.57
C  -2.41  -0.21  2.51
C  -2.98  0.04  3.75
C  -3.40  1.32  4.07
C  -3.26  2.35  3.14
C  -2.71  2.10  1.90
H  -2.54  -1.64  -0.09
H  -0.90  -4.85  -1.06
H  -1.40  -6.75  0.39
H  -1.30  -6.51  2.86
H  -0.66  -4.33  3.85
H  -0.16  -2.42  2.40
H  -2.37  -2.33  -2.50
H  -2.38  -3.28  -4.77
H  -0.30  -4.19  -5.74
H  1.80  -4.13  -4.44
H  1.82  -3.17  -2.17
H  -4.38  0.42  -0.39
H  -5.87  1.45  -2.05
H  -4.96  2.98  -3.76
H  -2.53  3.47  -3.81
H  -1.03  2.43  -2.16
H  -2.07  -1.21  2.27
H  -3.08  -0.76  4.47
H  -3.84  1.53  5.04
H  -3.59  3.35  3.39
H  -2.61  2.90  1.18
F  2.15  -1.64  4.49
C  2.86  -0.71  3.84
F  4.15  -1.00  3.94
F  2.63  0.47  4.38
S  2.35  -0.75  2.07
O  2.79  -2.00  1.53
O  0.93  -0.47  2.11
N  3.10  0.55  1.52
S  3.97  0.56  0.19
O  3.23  -0.06  -0.90
O  4.49  1.88  -0.01
C  5.50  -0.46  0.47
F  6.39  -0.14  -0.47
F  5.26  -1.76  0.41
F  5.99  -0.15  1.67
C  1.63  4.71  2.52
N  1.80  4.27  1.15
C  2.49  5.00  0.23
C  2.68  4.56  -1.03
C  2.17  3.26  -1.34
N  1.51  2.54  -0.45
C  1.28  3.02  0.82
O  0.64  2.39  1.64
N  2.35  2.76  -2.57
H  2.07  5.70  2.63
H  2.11  4.01  3.20
H  0.57  4.76  2.77
H  2.87  5.95  0.57
H  3.22  5.14  -1.75
H  2.93  3.23  -3.23
H  2.02  1.83  -2.78
Se  -0.07  0.32  -5.29
C  0.31  0.27  -3.55
N  0.57  0.30  -2.41

Calculated values
M = 946.59 g mol⁻¹
DFT total energy = -7364.8375 Eh
Highest occupied orbital energy (alpha / beta) = -7.40 / -7.65 eV
Energy above the lowest of the compared OMol25 structures with the same formula, charge and spin = 0.393 eV
F_max = 0.742 eV Å⁻¹
Spin multiplicity = 4
Gap between HOMO and LUMO (alpha / beta) = 0.2869 / 0.2919 hartree

Here are the Löwdin charges for atoms 1 to 4, given in e: number 1, V, carries 0.526; number 2, N, carries -0.358; number 3, P, carries 0.973; number 4, C, carries -0.314

# 2
This record from the Open Molecules 2025 dataset describes C20H17N5OOsS3 as an isolated structure. The level of theory is ωB97M-V with the def2-TZVPD basis set.

CARTESIAN COORDINATES (ANGSTROEM)
Os  0.24  0.14  -1.05
O  0.59  -1.74  -1.58
N  1.31  -1.98  -2.70
C  1.35  -3.26  -3.13
C  2.09  -3.57  -4.24
C  2.79  -2.55  -4.89
C  2.73  -1.26  -4.42
C  1.96  -0.97  -3.29
S  1.79  0.62  -2.60
H  0.77  -3.95  -2.54
H  2.12  -4.59  -4.58
H  3.39  -2.78  -5.77
H  3.27  -0.45  -4.90
C  -0.54  3.22  -5.44
C  -1.48  3.14  -4.27
C  -2.75  3.70  -4.30
C  -3.54  3.55  -3.17
N  -3.11  2.90  -2.09
C  -1.88  2.41  -2.17
S  -1.34  1.59  -0.67
N  -1.04  2.49  -3.19
H  -0.91  3.90  -6.21
H  -0.41  2.23  -5.88
H  0.44  3.56  -5.10
H  -3.12  4.23  -5.17
H  -4.54  3.96  -3.12
S  -1.20  -2.07  5.06
C  -0.79  -1.43  3.48
C  -1.67  -1.68  2.42
C  -1.34  -1.23  1.16
N  -0.22  -0.54  0.90
C  0.63  -0.31  1.92
C  0.39  -0.74  3.20
C  -0.19  -1.06  6.12
C  0.88  -1.61  6.80
C  1.63  -0.79  7.63
N  1.37  0.51  7.80
C  0.33  1.02  7.14
C  -0.48  0.28  6.30
H  -2.60  -2.20  2.58
H  -2.01  -1.39  0.32
H  1.53  0.23  1.67
H  1.11  -0.53  3.98
H  1.13  -2.66  6.69
H  2.47  -1.18  8.18
H  0.14  2.07  7.30
H  -1.33  0.74  5.80

Calculated values
M = 629.82 g mol⁻¹
Charge = +1
DFT total energy = -2406.3547 Eh
Highest occupied orbital energy (alpha / beta) = -11.30 / -11.50 eV
Energy above the lowest of the compared OMol25 structures with the same formula, charge and spin = 0.876 eV
F_max = 0.169 eV Å⁻¹
Spin multiplicity = 2
Gap between HOMO and LUMO (alpha / beta) = 0.2635 / 0.2733 hartree

Here are the Löwdin charges for atoms 1 to 4, given in e: number 1, Os, carries 0.878; number 2, O, carries -0.326; number 3, N, carries -0.182; number 4, C, carries 0.010

# 3
This record from the Open Molecules 2025 dataset describes C6H10OS as an isolated structure. The level of theory is ωB97M-V with the def2-TZVPD basis set.

CARTESIAN COORDINATES (ANGSTROEM)
C  -0.19  2.76  1.51
C  -0.33  1.26  1.07
C  0.38  1.01  -0.09
C  -0.09  -0.43  -0.72
C  1.01  -1.15  -1.50
C  -0.87  -2.66  -0.08
H  -1.05  2.83  2.46
H  0.88  3.12  1.98
H  -0.77  3.23  0.50
H  -0.83  0.54  1.83
H  1.35  1.66  -0.71
H  -0.84  -0.19  -1.51
H  1.78  -1.84  -0.63
H  1.63  -0.18  -1.96
H  0.48  -1.93  -2.34
H  -0.53  -2.99  -1.25
O  -0.56  -1.34  0.35
S  -1.46  -3.71  1.12

Calculated values
M = 130.21 g mol⁻¹
DFT total energy = -707.7828 Eh
Highest occupied orbital energy = -8.84 eV
Energy above the lowest of the compared OMol25 structures with the same formula, charge and spin = 7.279 eV
F_max = 4.670 eV Å⁻¹
Gap between HOMO and LUMO = 0.3217 hartree

Here are the Löwdin charges for atoms 1 to 4, given in e: number 1, C, carries -0.176; number 2, C, carries -0.223; number 3, C, carries -0.080; number 4, C, carries -0.432

# 4
This record from the Open Molecules 2025 dataset describes C21H22N4O5PdS2 as an isolated structure. The level of theory is ωB97M-V with the def2-TZVPD basis set.

CARTESIAN COORDINATES (ANGSTROEM)
Pd  -0.04  1.39  0.36
N  1.48  -5.08  2.30
C  1.25  -3.78  2.46
C  0.09  -3.19  1.88
C  -0.15  -1.85  2.06
C  0.76  -1.09  2.80
C  1.91  -1.65  3.38
C  2.15  -2.98  3.22
S  0.49  0.65  3.01
O  0.79  1.05  4.33
O  -0.84  0.95  2.45
N  1.41  1.34  1.86
C  2.67  1.15  1.40
N  2.82  1.55  0.12
C  4.02  1.45  -0.41
C  5.12  0.99  0.32
C  4.86  0.58  1.63
N  3.64  0.64  2.15
H  0.84  -5.67  1.78
H  2.28  -5.52  2.73
H  -0.61  -3.80  1.31
H  -1.05  -1.39  1.67
H  2.57  -1.02  3.97
H  3.02  -3.44  3.68
H  4.13  1.77  -1.44
H  6.11  0.95  -0.10
H  5.64  0.20  2.27
O  0.47  -0.56  -0.64
C  -0.71  -0.69  -1.10
O  -1.54  0.24  -0.90
C  -1.10  -1.93  -1.79
C  -0.21  -2.58  -2.64
C  -0.60  -3.74  -3.29
C  -1.86  -4.27  -3.07
C  -2.75  -3.63  -2.20
C  -2.38  -2.45  -1.57
H  0.78  -2.16  -2.80
H  0.08  -4.23  -3.97
H  -2.17  -5.17  -3.58
H  -3.74  -4.04  -2.04
H  -3.07  -1.94  -0.92
O  -0.57  3.00  -0.85
S  -1.64  3.20  -1.95
C  -1.55  5.01  -2.22
C  -2.63  5.64  -1.36
C  -3.81  4.67  -1.40
C  -3.24  3.30  -1.06
H  -1.72  5.17  -3.29
H  -0.53  5.30  -1.97
H  -2.90  6.62  -1.76
H  -2.28  5.78  -0.34
H  -4.24  4.66  -2.40
H  -4.60  4.95  -0.70
H  -3.87  2.47  -1.37
H  -2.98  3.20  -0.01

Calculated values
M = 580.98 g mol⁻¹
Charge = +2
DFT total energy = -2332.2307 Eh
Highest occupied orbital energy (alpha / beta) = -14.46 / -14.45 eV
F_max = 2.080 eV Å⁻¹
Spin multiplicity = 5
Gap between HOMO and LUMO (alpha / beta) = 0.3182 / 0.1804 hartree

Here are the Löwdin charges for atoms 1 to 4, given in e: number 1, Pd, carries 1.248; number 2, N, carries 0.277; number 3, C, carries -0.223; number 4, C, carries 0.062

# 5
This record from the Open Molecules 2025 dataset describes an isolated ion of composition C10H16NO3 and charge +1. The level of theory is ωB97M-V with the def2-TZVPD basis set.

CARTESIAN COORDINATES (ANGSTROEM)
C  -5.34  1.42  -0.85
C  -3.94  1.12  -0.66
C  -6.34  0.59  -0.55
C  -3.17  0.19  -0.17
C  4.12  -0.37  -0.77
C  -2.02  -0.61  0.15
C  3.01  -0.99  -0.02
C  1.76  -0.07  -0.04
C  0.46  -0.76  0.34
C  -0.72  0.16  -0.06
N  -5.21  -0.97  0.75
O  -5.25  -1.97  1.33
O  -6.38  -0.57  0.06
O  -0.75  1.38  0.70
H  -5.65  2.39  -1.48
H  -3.34  1.97  -1.16
H  -7.32  0.86  -0.86
H  4.35  0.59  -0.36
H  3.77  -0.30  -1.92
H  5.11  -0.90  -0.66
H  -1.96  -1.38  -0.60
H  -2.21  -1.00  1.19
H  2.79  -1.97  -0.50
H  3.26  -1.20  1.09
H  1.72  0.41  -1.10
H  1.93  0.66  0.73
H  0.36  -0.92  1.34
H  0.57  -1.82  -0.15
H  -0.55  0.52  -1.04
H  -0.06  1.40  1.33

Calculated values
M = 198.24 g mol⁻¹
Charge = +1
DFT total energy = -670.5839 Eh
Highest occupied orbital energy = -13.53 eV
Energy above the lowest of the compared OMol25 structures with the same formula, charge and spin = 5.664 eV
F_max = 4.243 eV Å⁻¹
Gap between HOMO and LUMO = 0.2829 hartree

Here are the Löwdin charges for atoms 1 to 4, given in e: number 1, C, carries -0.063; number 2, C, carries -0.037; number 3, C, carries -0.144; number 4, C, carries 0.174

# 6
This record from the Open Molecules 2025 dataset describes C4H7N3S2 as an isolated structure. The level of theory is ωB97M-V with the def2-TZVPD basis set.

CARTESIAN COORDINATES (ANGSTROEM)
C  0.54  -1.24  -0.20
C  0.02  0.68  0.90
C  -1.04  -1.37  1.65
C  0.17  1.81  -1.45
N  1.08  -0.35  -1.03
N  -0.09  -0.63  0.89
N  1.11  1.01  -0.71
S  0.57  -2.91  -0.43
S  -0.35  1.90  1.83
H  -0.99  -2.30  1.18
H  -0.82  -1.16  2.67
H  -2.05  -0.90  1.58
H  0.24  1.29  -2.45
H  -0.76  2.06  -0.95
H  0.54  2.81  -1.74
H  1.83  -0.70  -1.75

Calculated values
M = 161.25 g mol⁻¹
DFT total energy = -1117.1400 Eh
Highest occupied orbital energy = -8.66 eV
Energy above the lowest of the compared OMol25 structures with the same formula, charge and spin = 3.067 eV
F_max = 5.219 eV Å⁻¹
Gap between HOMO and LUMO = 0.3086 hartree

Here are the Löwdin charges for atoms 1 to 4, given in e: number 1, C, carries -0.798; number 2, C, carries -0.701; number 3, C, carries -0.050; number 4, C, carries -0.157

# 7
This record from the Open Molecules 2025 dataset describes a 2-piece molecular cluster, C5H9NO overall. The level of theory is ωB97M-V with the def2-TZVPD basis set.

CARTESIAN COORDINATES (ANGSTROEM)
C  -2.99  -0.01  0.41
C  1.26  -1.86  0.36
C  -2.64  -0.89  -0.32
C  0.48  1.64  -0.67
C  0.72  0.40  0.14
N  1.02  -0.68  -0.42
O  0.61  0.54  1.49
H  -3.32  0.75  1.05
H  2.29  -1.86  0.71
H  0.60  -1.93  1.23
H  1.11  -2.73  -0.28
H  -2.30  -1.64  -0.97
H  0.47  1.38  -1.73
H  1.28  2.36  -0.49
H  -0.47  2.09  -0.40
H  0.29  1.42  1.72

Calculated values
M = 99.13 g mol⁻¹
DFT total energy = -325.6242 Eh
Highest occupied orbital energy (alpha / beta) = -4.40 / -9.73 eV
Energy above the lowest of the compared OMol25 structures with the same formula, charge and spin = 3.091 eV
F_max = 12.375 eV Å⁻¹
Spin multiplicity = 3
Gap between HOMO and LUMO (alpha / beta) = 0.1924 / 0.2825 hartree

Here are the Löwdin charges for atoms 1 to 4, given in e: number 1, C, carries 0.001; number 2, C, carries -0.104; number 3, C, carries 0.005; number 4, C, carries -0.052

# 8
This record from the Open Molecules 2025 dataset describes a 6-piece molecular cluster, C22H57N5O6P overall. The level of theory is ωB97M-V with the def2-TZVPD basis set.

CARTESIAN COORDINATES (ANGSTROEM)
N  3.05  -3.13  2.12
P  2.50  -4.68  2.42
O  1.73  -4.48  3.83
N  4.00  -5.52  3.01
C  5.24  -5.09  3.16
N  6.03  -6.04  3.65
C  5.25  -7.08  3.82
N  5.59  -8.27  4.32
N  3.98  -6.80  3.43
H  2.36  -2.48  2.49
H  3.15  -2.93  1.12
H  2.30  -3.97  4.43
H  5.55  -4.10  2.90
H  6.55  -8.55  4.36
H  4.89  -8.93  4.62
H  3.16  -7.39  3.43
C  4.47  -2.41  -3.16
C  3.14  -2.32  -2.44
O  3.17  -1.55  -1.24
C  3.53  -0.18  -1.40
C  2.56  0.60  -2.28
H  5.26  -2.73  -2.48
H  4.41  -3.12  -3.99
H  4.77  -1.45  -3.57
H  2.83  -3.32  -2.12
H  2.36  -1.95  -3.11
H  4.55  -0.10  -1.78
H  3.53  0.24  -0.40
H  2.60  0.26  -3.32
H  2.81  1.66  -2.26
H  1.54  0.47  -1.93
C  -2.70  2.56  -0.79
C  -1.22  2.65  -1.13
O  -0.85  1.93  -2.29
C  -1.47  2.34  -3.50
C  -1.16  3.77  -3.89
H  -3.02  1.52  -0.75
H  -2.90  3.03  0.18
H  -3.32  3.06  -1.53
H  -0.64  2.21  -0.32
H  -0.91  3.70  -1.22
H  -2.55  2.18  -3.45
H  -1.09  1.67  -4.26
H  -1.61  4.49  -3.19
H  -1.56  3.99  -4.88
H  -0.08  3.94  -3.89
C  0.71  -5.13  -0.95
C  -0.35  -4.85  -2.01
O  -0.30  -5.72  -3.11
C  -0.50  -7.10  -2.84
C  -1.86  -7.41  -2.24
H  1.70  -5.17  -1.40
H  0.70  -4.36  -0.19
H  0.53  -6.09  -0.47
H  -0.20  -3.85  -2.41
H  -1.35  -4.86  -1.56
H  0.30  -7.48  -2.19
H  -0.40  -7.60  -3.80
H  -1.97  -7.00  -1.24
H  -2.00  -8.49  -2.17
H  -2.65  -6.99  -2.86
C  -7.61  4.09  2.58
C  -6.14  4.18  2.23
O  -5.78  3.45  1.07
C  -6.40  3.86  -0.13
C  -6.08  5.29  -0.52
H  -7.94  3.05  2.62
H  -7.80  4.56  3.55
H  -8.23  4.60  1.84
H  -5.55  3.74  3.04
H  -5.82  5.22  2.15
H  -7.48  3.71  -0.08
H  -6.02  3.19  -0.90
H  -6.51  6.01  0.17
H  -6.47  5.51  -1.52
H  -5.00  5.46  -0.53
C  2.17  6.88  3.14
C  1.16  7.19  2.06
O  1.24  6.33  0.93
C  1.01  4.96  1.19
C  -0.37  4.65  1.73
H  3.18  6.84  2.72
H  2.14  7.65  3.91
H  1.98  5.92  3.63
H  1.34  8.19  1.67
H  0.14  7.18  2.47
H  1.79  4.55  1.85
H  1.14  4.46  0.22
H  -0.51  5.05  2.74
H  -0.53  3.57  1.78
H  -1.14  5.09  1.10

Calculated values
M = 518.70 g mol⁻¹
Charge = +1
DFT total energy = -1938.7300 Eh
Highest occupied orbital energy = -10.85 eV
F_max = 2.048 eV Å⁻¹
Gap between HOMO and LUMO = 0.2874 hartree

Here are the Löwdin charges for atoms 1 to 4, given in e: number 1, N, carries -0.119; number 2, P, carries 0.854; number 3, O, carries -0.261; number 4, N, carries -0.199

M of number 1 (C32H28F6N6O5P2S2SeV)? 946.59 g mol⁻¹

Which formula does entry 1 have? C32H28F6N6O5P2S2SeV

Which of these has the highest M? C32H28F6N6O5P2S2SeV

The lowest F_max belongs to which entry? C20H17N5OOsS3